Entry 1:
Formula: H2NO3S
Source: the Open Molecules 2025 dataset
Level of theory: ωB97M-V/def2-TZVPD

```
7
Properties=species:S:1:pos:R:3
S 0.878 0.015 1.210
O -0.157 0.947 1.685
O 0.772 -1.384 1.683
O -0.038 0.123 -2.368
N -0.079 0.025 -0.962
H -0.615 0.907 -0.702
H -0.762 -0.633 -0.547
```

Output
Relative energy (zero: lowest compared OMol25 entry of this formula, charge and spin) ... 84.7 kcal/mol
HOMO-LUMO gap (alpha / beta) ... 6.67 / 6.67 eV
E_tot ... -679.81074 Eh
LUMO (alpha / beta) ... 3.822 / 3.822 eV
Charge ... -1

From a Mulliken analysis of the wavefunction, the atomic charges in e read:
1 S 0.647
2 O -0.520
3 O -0.516
4 O -0.739
5 N -0.357
6 H 0.250
7 H 0.236

Entry 2:
Formula: C2H6NO3
Source: the Open Molecules 2025 dataset
Level of theory: ωB97M-V/def2-TZVPD

```
12
Properties=species:S:1:pos:R:3
O 0.328 1.344 -1.112
O 1.928 0.498 0.206
O -0.044 -1.268 0.592
N -2.369 -1.009 0.456
C 1.522 1.047 -0.811
C -1.112 -0.370 0.665
H -1.129 0.165 1.628
H 0.757 -0.705 0.562
H -0.948 0.470 -0.051
H -2.349 -1.511 -0.423
H -2.524 -1.681 1.189
H 2.281 1.333 -1.567
```

Output
<S²> ... 0.757
Relative energy (zero: lowest compared OMol25 entry of this formula, charge and spin) ... 17.9 kcal/mol
2S+1 ... 2
HOMO-LUMO gap (alpha / beta) ... 11.20 / 6.04 eV
E_tot ... -360.18780 Eh
LUMO (alpha / beta) ... 0.919 / -4.028 eV

Mulliken population analysis, charges in e, atoms 1 to 8:
1 O -0.340
2 O -0.600
3 O -0.515
4 N -0.606
5 C 0.346
6 C -0.103
7 H 0.313
8 H 0.371

Entry 3:
Formula: C7H13N2
Source: the Open Molecules 2025 dataset
Level of theory: ωB97M-V/def2-TZVPD

```
22
Properties=species:S:1:pos:R:3
N 1.663 0.949 -1.808
N -0.051 1.240 1.275
C -2.048 -0.437 -0.532
C 0.810 -1.668 1.593
C -1.556 -1.397 0.469
C 1.640 0.581 -0.393
C -0.925 0.609 -0.896
C 0.184 0.648 0.118
C -0.334 -1.284 1.008
H 1.948 -0.456 -0.342
H 1.461 -2.503 1.402
H 1.790 0.410 -2.628
H -2.506 -0.979 -1.323
H -1.464 1.514 -1.020
H 1.111 -0.932 2.348
H -2.864 0.045 -0.050
H 2.311 1.164 0.277
H -2.401 -2.012 0.820
H -1.019 1.199 1.473
H 2.153 1.854 -2.017
H -0.526 0.143 -1.829
H 0.624 1.310 2.057
```

Output
Relative energy (zero: lowest compared OMol25 entry of this formula, charge and spin) ... 100.0 kcal/mol
HOMO-LUMO gap ... 8.29 eV
E_tot ... -383.65777 Eh
LUMO ... -4.903 eV
Charge ... +1

Mulliken population analysis, charges in e, atoms 1 to 8:
1 N -0.542
2 N -0.228
3 C -0.698
4 C -0.860
5 C -0.413
6 C -0.540
7 C -0.657
8 C 0.246

Entry 4:
Formula: C43H30F3N6O5RbS2Se
Source: the Open Molecules 2025 dataset
Level of theory: ωB97M-V/def2-TZVPD

```
91
Properties=species:S:1:pos:R:3
Rb -0.403 -1.110 -0.647
Se -7.745 -5.052 1.186
S 4.005 3.578 -1.287
S -0.883 4.185 1.929
F 5.635 -6.380 3.587
F 4.382 -6.699 5.387
F 3.872 -7.755 3.418
O 1.119 -3.856 -0.843
O 2.934 -4.868 -1.809
O 0.863 0.980 -1.839
O 1.854 1.780 -3.692
O 3.791 3.184 -2.715
N -6.789 -3.800 2.171
N -7.156 -4.503 -0.439
N -3.158 -1.902 -1.559
N -0.727 2.190 0.286
N 2.007 -1.482 -2.310
N -2.695 -1.649 1.240
C -4.546 3.764 0.138
C -2.915 2.132 -0.793
C -4.650 -2.121 3.079
C -3.610 4.252 1.092
C -1.999 2.695 0.104
C 2.133 -5.756 3.052
C 2.991 4.958 -0.914
C 0.603 -2.320 3.022
C 1.250 7.009 -0.228
C 2.567 -2.675 -2.453
C 0.200 8.093 0.077
C -4.933 -2.362 1.692
C -4.108 -2.283 -0.666
C 5.638 4.329 -1.484
C 2.882 -3.036 3.527
C -2.557 -1.327 2.478
C -6.236 -3.512 -0.173
C 1.910 5.174 -1.721
C -3.887 -2.153 0.778
C -5.550 -3.050 -2.522
C 2.081 -3.823 -1.628
C -4.168 2.781 -0.796
C -3.414 -2.061 -2.838
C 2.439 -0.435 -2.969
C -0.283 -1.443 2.895
C 1.639 0.833 -2.781
C 3.704 -2.869 -3.286
C -5.274 -2.985 -1.114
C -6.107 -3.161 1.267
C 3.537 -0.518 -3.841
C 1.286 -4.706 2.826
C 4.178 -1.724 -3.885
C 1.567 -3.337 3.056
C -2.274 3.806 0.988
C 1.106 6.259 -1.405
C 3.405 -5.444 3.585
C 4.343 -6.552 3.997
C 3.341 5.773 0.141
C -0.093 2.902 1.120
C 2.477 6.819 0.477
C -4.605 -2.629 -3.381
C 3.759 -4.106 3.760
C -3.480 -1.461 3.452
H 2.516 -5.594 -1.293
H -0.564 8.100 -0.654
H 5.981 4.797 -0.563
H 0.282 -4.909 2.524
H 6.189 3.419 -1.747
H 4.209 -3.818 -3.325
H 3.156 -1.943 3.801
H -1.448 -0.923 2.707
H -5.303 -2.506 3.822
H -4.894 2.418 -1.495
H 4.738 -3.907 4.163
H -3.334 -1.152 4.508
H 5.634 5.042 -2.360
H -5.529 4.142 0.154
H 3.915 0.356 -4.332
H -2.767 1.248 -1.458
H -0.364 7.843 1.013
H 4.259 5.492 0.664
H -4.802 -2.628 -4.480
H 2.756 7.462 1.323
H -2.643 -1.707 -3.563
H 5.000 -1.733 -4.609
H 1.751 -6.742 2.855
H 1.740 4.441 -2.548
H -6.509 -3.471 -2.842
H -3.822 5.045 1.847
H 2.659 2.420 -3.279
H 1.007 2.731 1.217
H 0.726 9.066 0.148
H 0.214 6.434 -1.989
```

Output
Relative energy (zero: lowest compared OMol25 entry of this formula, charge and spin) ... 32.1 kcal/mol
HOMO-LUMO gap ... 4.94 eV
E_tot ... -5882.65998 Eh
LUMO ... -0.670 eV

Mulliken population analysis, charges in e, atoms 1 to 8:
1 Rb 0.468
2 Se 0.187
3 S 0.659
4 S -0.191
5 F -0.250
6 F -0.247
7 F -0.284
8 O -0.480

Entry 5:
Formula: C41H61AsClF4KN4O5S2Si3
Source: the Open Molecules 2025 dataset
Level of theory: ωB97M-V/def2-TZVPD

```
123
Properties=species:S:1:pos:R:3
As -2.777 -1.273 0.158
K -0.395 0.989 -0.864
Cl 5.126 -3.227 -4.783
S 6.911 1.379 -0.821
S 2.941 2.086 -0.107
Si -3.246 -1.353 2.467
Si -2.158 -3.552 -0.164
Si -4.980 -1.415 -0.675
F 0.544 0.693 4.348
F 1.974 5.187 4.046
F 0.785 5.469 1.713
F -0.697 0.921 1.982
O 7.565 1.772 -2.043
O 0.150 1.031 -3.738
O 0.744 -1.418 0.478
O -0.663 -0.628 -2.472
O 7.475 0.247 -0.118
N 5.314 1.192 -1.026
N -2.220 3.047 -1.839
N 1.961 -3.152 1.325
N -0.492 3.107 0.448
C 4.606 2.017 -0.271
C -5.858 0.240 -0.570
C 7.411 4.499 1.766
C 0.628 1.876 3.678
C -0.533 4.272 -0.414
C -1.321 -4.229 1.364
C -2.540 2.617 -3.199
C -3.417 1.381 -3.233
C -1.665 -1.611 3.442
C 1.395 -0.943 -3.623
C 1.433 -1.686 -4.798
C 1.613 -1.795 1.235
C 4.140 -3.207 0.215
C 6.808 2.747 0.295
C 3.682 -2.335 -4.330
C -1.031 3.894 -1.818
C 0.174 -0.122 -3.258
C 7.805 3.490 0.896
C 0.713 4.245 2.311
C 3.686 -1.570 -3.179
C 2.676 -3.633 0.133
C -4.468 -2.676 3.030
C 0.061 3.161 1.643
C 3.941 -1.251 1.949
C -3.557 -4.781 -0.465
C 2.567 -2.404 -5.148
C -6.233 -2.585 0.107
C 1.323 2.927 4.262
C 2.527 -0.895 -2.818
C -3.602 3.103 0.248
C 4.355 -1.720 0.539
C 5.470 2.976 0.523
C 5.073 3.974 1.398
C -3.362 3.648 -1.153
C -3.956 0.314 2.934
C 6.058 4.735 2.016
C -4.864 -1.881 -2.491
C 2.456 -0.865 2.071
C 0.011 1.981 2.464
C 1.325 4.104 3.534
C -1.045 -3.643 -1.648
H -3.590 1.073 -4.267
H -1.664 -0.939 4.303
H 2.596 -2.998 -6.052
H 3.834 -1.099 -0.195
H -3.226 4.739 -1.095
H -1.208 4.834 -2.376
H 2.108 -0.876 3.109
H -4.646 -2.942 -2.621
H -6.640 -2.167 1.029
H -0.657 -4.661 -1.754
H -0.778 -1.377 2.857
H -4.083 -1.321 -3.004
H 4.203 -2.026 2.681
H -4.392 -3.595 2.447
H -4.392 1.548 -2.772
H 8.850 3.294 0.694
H -4.173 0.330 4.006
H -3.678 2.015 0.224
H -5.856 -3.581 0.325
H -1.591 -3.371 -2.555
H -0.747 -5.118 1.087
H -3.237 1.104 2.713
H 2.185 -3.205 -0.741
H -4.877 0.539 2.393
H 4.586 -1.469 -2.588
H 1.839 2.829 5.204
H 2.294 0.143 1.688
H -6.098 0.500 0.462
H 0.563 -1.708 -5.443
H -1.602 2.369 -3.692
H -3.074 -5.737 -0.694
H 2.534 -0.266 -1.934
H -7.055 -2.681 -0.612
H -4.204 -4.526 -1.304
H -0.240 3.356 -2.353
H 0.455 4.728 -0.553
H 5.411 -1.491 0.401
H 4.018 4.134 1.580
H -4.527 3.510 0.666
H -4.254 3.489 -1.769
H 5.771 5.520 2.704
H 4.632 -3.444 -0.732
H -6.798 0.152 -1.125
H -5.286 1.061 -0.993
H -2.909 0.561 -2.722
H -5.499 -2.326 2.963
H 8.161 5.107 2.256
H 4.537 -0.376 2.212
H -1.173 5.064 0.006
H 2.555 -3.292 2.134
H -2.068 -4.515 2.109
H -0.224 -2.931 -1.564
H 2.583 -4.719 0.062
H -4.180 -4.929 0.418
H -3.022 3.436 -3.769
H 4.641 -3.811 0.984
H -5.823 -1.668 -2.974
H -0.625 -3.526 1.809
H -2.765 3.342 0.902
H -4.256 -2.920 4.075
H -1.589 -2.640 3.798
```

Output
Relative energy (zero: lowest compared OMol25 entry of this formula, charge and spin) ... 17.3 kcal/mol
HOMO-LUMO gap ... 5.65 eV
E_tot ... -7554.62934 Eh
LUMO ... 3.735 eV
Charge ... -2

Mulliken population analysis, charges in e, atoms 1 to 8:
1 As 0.704
2 K 0.000
3 Cl -0.295
4 S 1.108
5 S 0.142
6 Si 0.666
7 Si 0.148
8 Si 0.399

Entry 6:
Formula: C3H3ClNO
Source: the Open Molecules 2025 dataset
Level of theory: ωB97M-V/def2-TZVPD

```
9
Properties=species:S:1:pos:R:3
Cl 2.208 -0.865 -0.042
O 0.741 2.020 -0.034
N 0.161 0.989 0.140
C -0.506 -0.850 -0.271
C -0.951 0.373 -0.565
C 0.570 -0.337 0.679
H -1.706 0.947 -1.179
H -0.799 -1.861 -0.520
H 0.282 -0.417 1.793
```

Output
Relative energy (zero: lowest compared OMol25 entry of this formula, charge and spin) ... 49.5 kcal/mol
HOMO-LUMO gap (alpha / beta) ... 8.83 / 8.83 eV
E_tot ... -705.85334 Eh
LUMO (alpha / beta) ... -7.588 / -7.588 eV
Charge ... +1

Mulliken population analysis, charges in e, atoms 1 to 8:
1 Cl -0.066
2 O -0.272
3 N 0.510
4 C -0.373
5 C -0.168
6 C 0.218
7 H 0.403
8 H 0.401

Entry 7:
Formula: C4H8O2
Source: the Open Molecules 2025 dataset
Level of theory: ωB97M-V/def2-TZVPD

```
14
Properties=species:S:1:pos:R:3
O -1.622 0.228 0.059
O 0.986 1.409 1.344
C -0.513 -0.636 0.311
C -1.717 -1.130 -0.355
C 1.282 1.090 -0.001
C 0.763 -0.300 -0.419
H 0.879 1.856 -0.678
H -1.712 -1.290 -1.434
H 2.373 1.123 -0.086
H -0.388 -0.877 1.368
H -2.434 -1.735 0.203
H 0.038 1.595 1.385
H 1.503 -1.073 -0.184
H 0.596 -0.319 -1.503
```

Output
Relative energy (zero: lowest compared OMol25 entry of this formula, charge and spin) ... 49.3 kcal/mol
HOMO-LUMO gap ... 11.39 eV
E_tot ... -307.63387 Eh
LUMO ... 1.066 eV

Mulliken population analysis, charges in e, atoms 1 to 8:
1 O -0.408
2 O -0.540
3 C 0.085
4 C -0.418
5 C -0.507
6 C -0.566
7 H 0.262
8 H 0.233